C44H58N4O6P2STi | the ωB97M-V functional and the def2-TZVPD basis

Geometry (Å):
Ti: 0.2315 0.2889 -0.6273
C: 2.3413 -2.1267 2.5613
C: 2.3547 -3.0937 1.3766
C: 2.7992 -4.4893 1.8184
C: 1.0170 -3.1498 0.6704
C: -0.1658 -3.3961 1.3538
C: -1.3849 -3.4333 0.6861
C: -1.4592 -3.2396 -0.6866
C: -2.7696 -3.2563 -1.4233
C: -0.2687 -3.0228 -1.3810
C: 0.9454 -2.9805 -0.7132
H: 3.3450 -2.0234 2.9796
H: 1.6915 -2.4962 3.3594
H: 1.9859 -1.1422 2.2531
H: 3.0782 -2.7167 0.6480
H: 2.0908 -4.9082 2.5371
H: 3.7804 -4.4501 2.2960
H: 2.8555 -5.1714 0.9690
H: -0.1459 -3.5539 2.4267
H: -2.2953 -3.6142 1.2480
H: -2.9416 -2.2943 -1.9113
H: -3.6002 -3.4581 -0.7474
H: -2.7706 -4.0255 -2.1979
H: -0.2936 -2.8830 -2.4562
H: 1.8555 -2.8068 -1.2736
O: 2.4515 1.8284 -0.1409
C: 2.7824 0.7306 -0.5703
O: 2.0457 -0.3312 -0.3712
C: 3.9446 0.5172 -1.4878
C: 5.2504 0.7484 -1.0783
C: 6.2923 0.5340 -1.9654
C: 6.0257 0.1226 -3.2657
C: 4.7176 -0.0680 -3.6812
C: 3.6588 0.1122 -2.7952
P: 1.8901 0.0678 -3.3068
C: 1.9226 1.2648 -4.6841
C: 1.6726 2.5955 -4.3565
C: 1.7362 3.5782 -5.3319
C: 2.0330 3.2370 -6.6436
C: 2.2691 1.9110 -6.9788
C: 2.2167 0.9274 -6.0021
C: 1.6697 -1.5329 -4.1416
C: 2.5472 -2.6049 -4.0267
C: 2.2296 -3.8340 -4.5935
C: 1.0379 -3.9970 -5.2816
C: 0.1546 -2.9292 -5.3986
C: 0.4609 -1.7072 -4.8243
H: 5.4427 1.0897 -0.0690
H: 7.3137 0.6973 -1.6471
H: 6.8399 -0.0310 -3.9622
H: 4.5137 -0.3453 -4.7087
H: 1.4120 2.8534 -3.3366
H: 1.5378 4.6094 -5.0699
H: 2.0706 4.0031 -7.4076
H: 2.4921 1.6416 -8.0035
H: 2.3949 -0.1069 -6.2710
H: 3.4814 -2.4870 -3.4908
H: 2.9183 -4.6635 -4.4947
H: 0.7923 -4.9548 -5.7220
H: -0.7806 -3.0535 -5.9294
H: -0.2392 -0.8803 -4.8898
O: -0.2894 1.8762 -1.5636
S: -1.4936 1.2353 -2.3216
O: -1.2806 1.2846 -3.7347
O: -2.7218 1.7664 -1.8088
O: -1.2554 -0.2008 -1.7876
N: -0.4521 0.3227 0.9803
P: -1.4536 0.9667 2.0352
N: -2.9245 0.2439 2.0013
C: -3.8630 0.2739 3.1310
C: -5.2672 0.6100 2.6478
C: -5.7870 -0.4671 1.6819
C: -4.6272 -1.1768 0.9730
C: -3.4732 -0.2245 0.7099
N: -0.9558 0.7253 3.6010
C: 0.0902 1.5937 4.1460
C: -0.0523 1.6732 5.6689
C: -0.5342 0.3312 6.2405
C: -0.0776 -0.8035 5.3319
C: -0.7791 -0.6936 3.9779
N: -1.5853 2.5880 1.7851
C: -0.5139 3.3958 1.1884
C: -0.2314 4.6422 2.0419
C: -1.4927 5.0806 2.7941
C: -2.7173 4.7682 1.9435
C: -2.8953 3.2515 1.8281
H: -3.5139 0.9959 3.8681
H: -3.8801 -0.7020 3.6318
H: -5.2418 1.5800 2.1472
H: -5.9291 0.7145 3.5092
H: -6.4415 -0.0034 0.9416
H: -6.3924 -1.2000 2.2191
H: -4.9618 -1.5995 0.0254
H: -4.2612 -2.0108 1.5795
H: -3.8079 0.6182 0.0971
H: -2.6795 -0.7231 0.1575
H: -0.0087 2.5815 3.7039
H: 1.0812 1.2140 3.8684
H: -0.7531 2.4674 5.9343
H: 0.9160 1.9436 6.0967
H: -1.6265 0.3209 6.2919
H: -0.1684 0.1934 7.2586
H: -0.2980 -1.7798 5.7663
H: 1.0074 -0.7559 5.2021
H: -1.7667 -1.1533 4.0428
H: -0.2163 -1.2260 3.2054
H: -0.8131 3.6813 0.1778
H: 0.3835 2.7897 1.0808
H: 0.1028 5.4422 1.3775
H: 0.5871 4.4601 2.7416
H: -1.4437 6.1420 3.0406
H: -1.5739 4.5386 3.7422
H: -2.5965 5.2110 0.9517
H: -3.6244 5.1972 2.3716
H: -3.4822 3.0028 0.9367
H: -3.4401 2.8971 2.7041

## Properties
gap between HOMO and LUMO	8.4	eV
energy relative to the best compared isomer or geometry (same formula, charge and spin)	0.3135	eV
E_LUMO	0.15	eV
electronic energy	-4312.54285	a.u.
HOMO	-8.279	eV

Mulliken population analysis, charges in e, atoms 1 to 6:
1. Ti 0.973
2. C -1.560
3. C 0.455
4. C -1.654
5. C 0.957
6. C -0.035